{
  "formula": "C5H14NO4",
  "method": "ωB97M-V with the def2-TZVPD basis set",
  "elements": ["C", "N", "C", "O", "C", "C", "C", "O", "H", "H", "H", "H", "H", "H", "H", "H", "H", "H", "H", "H", "O", "H", "H", "O"],
  "coordinates": [[-0.453818, 1.253550, -0.915530], [-0.337940, 1.999194, 0.319133], [-0.105070, 1.533215, 1.626536], [-0.211895, 2.403210, 2.452536], [0.914368, 0.690222, -1.587968], [0.934776, -0.816911, -1.704657], [1.401305, -1.399309, -0.392085], [0.627477, -0.806433, 0.569791], [-1.129606, 0.423272, -0.735609], [-0.890037, 1.865769, -1.793613], [-0.225220, 2.974404, 0.223808], [-0.047013, 0.486531, 1.813683], [1.821983, 0.805510, -0.830566], [1.082017, 1.321865, -2.415970], [-0.084632, -1.269630, -1.920253], [1.552004, -1.274399, -2.497043], [1.223164, -2.537213, -0.407590], [2.427743, -1.181140, -0.044087], [-2.163573, -1.021027, 2.156590], [-0.611992, -0.765154, 2.380328], [-1.520597, -0.706913, 2.912503], [-0.452230, -0.850775, 0.545556], [-1.868562, -2.052259, -0.035340], [-1.882651, -1.075589, 0.279842]],
  "forces_ev_per_a": [[1.0, -0.3, -1.8], [0.6, -1.8, -0.5], [-2.0, 2.4, -2.3], [0.9, 0.4, 2.0], [0.7, 0.2, 3.7], [-0.5, -1.5, -1.6], [-1.4, -1.6, 0.4], [-0.6, 0.3, 2.3], [-0.1, -0.1, -0.2], [0.3, -0.4, 1.8], [0.0, 1.0, 0.3], [0.6, 0.2, -0.1], [-1.8, 0.7, -1.4], [0.5, 0.1, -1.4], [0.9, 0.7, 0.4], [0.1, 0.7, -0.2], [0.6, 1.1, -0.1], [0.0, -0.2, -0.9], [1.9, 0.9, 1.2], [-3.2, -0.5, 2.1], [1.2, -1.1, -2.6], [0.2, -1.1, -1.4], [-0.1, 2.5, 0.8], [0.2, -2.6, -0.6]],
  "nbo_charge": [-0.239, -0.645, 0.555, -0.643, -0.419, -0.440, -0.033, -0.869, 0.274, 0.164, 0.375, 0.156, 0.194, 0.188, 0.211, 0.184, 0.131, 0.160, 0.517, 0.459, -0.999, 0.514, 0.425, -1.222],
  "energy_ev": -15091.2121,
  "charge": -1,
  "lumo_energy_ev": 3.75
}